Density functional theory data (the ωB97M-V functional and the def2-TZVPD basis) for one molecule with the formula C2H7N3S.

## Properties
**ΔE to the lowest compared entry with this formula, charge and spin**: 0.0 kcal per mole
**Structure (SMILES)**: [H]/N=C(/N)NSC
**Energy**: -642.8527 Ha

Structure (ORCA input):
```
! wB97M-V def2-TZVPD RIJCOSX def2/J DEFGRID3
* xyz 0 1
H 0.48115 1.85241 -0.04380
N 1.30295 1.39484 0.25810
C 1.26310 0.13728 0.03559
N 2.34698 -0.69198 0.14032
N 0.17747 -0.64431 -0.35819
S -1.31153 0.16489 -0.59912
C -2.09911 -0.26739 0.91980
H 2.09369 -1.59480 0.47314
H 3.13342 -0.20724 0.55341
H 0.37783 -1.33459 -1.08050
H -2.58116 -1.24154 0.84320
H -1.40378 -0.23998 1.73657
H -2.89246 0.49822 1.09006
*
```

These are the Mulliken partial charges, in e, on atoms 1 to 4: H 0.270; N -0.725; C 0.555; N -0.498


Density functional theory data (the ωB97M-V functional and the def2-TZVPD basis) for one molecule with the formula C4H5N.

## Properties
**ΔE to the lowest compared entry with this formula, charge and spin**: 80.3 kcal per mole
**Structure (SMILES)**: C=C=C1CN1
**Energy**: -210.0358 Ha

Structure (ORCA input):
```
! wB97M-V def2-TZVPD RIJCOSX def2/J DEFGRID3
* xyz 0 1
C -0.89277 0.64604 1.90961
C -0.66023 0.41379 0.65177
C 0.16198 -0.01059 -0.24328
C 0.54869 -0.98643 -1.21672
N 1.05862 0.41817 -1.21812
H -1.77822 1.12904 2.27230
H -0.08488 0.37586 2.58220
H -0.22856 -1.28273 -1.90987
H 1.29506 -1.72803 -0.95000
H 0.58030 1.02489 -1.87789
*
```

These are the Mulliken partial charges, in e, on atoms 1 to 4: C -0.710; C 0.175; C 0.232; C -0.388


Density functional theory data (the ωB97M-V functional and the def2-TZVPD basis) for C19H42AlCl2N2O as an isolated structure.

## Properties
**Energy**: -2096.7336 Ha

Structure (ORCA input):
```
! wB97M-V def2-TZVPD RIJCOSX def2/J DEFGRID3
* xyz -1 1
C -0.27370 -4.50045 -3.54356
C 0.87613 -3.90024 -3.21294
Al 1.07254 -2.82381 -1.52018
C 1.76393 -4.00225 0.04363
C 2.38433 -3.25746 1.12743
O 1.88103 -2.55779 1.94630
Cl 4.21046 -3.45052 1.19403
C 2.10592 -1.09803 -1.77094
C 3.55242 -1.11283 -2.30103
C 4.02503 -2.41769 -2.92257
Cl 4.76039 -0.60617 -1.03986
H -0.54422 -4.67202 -4.58592
H -0.96678 -4.82810 -2.77337
H 1.68761 -3.99897 -3.94050
H -0.43404 -2.39877 -1.08420
H 0.83686 -4.41463 0.45358
H 2.38246 -4.82976 -0.29701
H 1.51444 -0.42100 -2.39559
H 2.13638 -0.65091 -0.77057
H 3.63884 -0.34363 -3.07071
H 5.09535 -2.35540 -3.13605
H 3.86097 -3.27471 -2.26779
H 3.52561 -2.54719 -3.88408
C -1.16324 0.97687 -0.56132
C -2.32753 1.45370 -1.41526
N -3.09780 0.36018 -1.97934
C -4.02658 0.77712 -3.00769
C -5.18337 1.70617 -2.61138
C -3.58694 -0.62044 -1.02648
C -4.48173 -0.12485 0.11846
H -0.53560 0.27377 -1.10782
H -0.55144 1.83271 -0.27271
H -1.49813 0.48959 0.35576
H -1.93748 2.04017 -2.25284
H -2.94252 2.14638 -0.81389
H -4.43731 -0.12053 -3.47937
H -3.44283 1.27635 -3.78879
H -5.95032 1.18353 -2.04007
H -5.66294 2.09949 -3.51125
H -4.83703 2.55796 -2.02453
H -2.71978 -1.12446 -0.59450
H -4.10894 -1.40048 -1.58694
H -4.07590 0.77074 0.59239
H -4.54932 -0.89871 0.88599
H -5.49841 0.09425 -0.20969
C 2.94925 3.81898 4.03590
C 1.64780 3.04840 4.20137
N 0.91350 2.90659 2.95967
C -0.44965 2.44007 3.14037
C -0.66658 1.03482 3.71439
C 1.64817 2.29128 1.85998
C 2.23719 0.89571 2.08020
H 2.76865 4.78126 3.55383
H 3.39595 4.00375 5.01471
H 3.67842 3.26620 3.44338
H 1.00580 3.59487 4.89969
H 1.87146 2.08079 4.67906
H -0.96206 2.51143 2.17665
H -0.95405 3.16069 3.79492
H -0.42575 0.25498 2.99363
H -1.71796 0.91085 3.98567
H -0.07274 0.86528 4.61362
H 2.46157 2.96574 1.57758
H 0.98901 2.27475 0.99067
H 2.76407 0.81996 3.03331
H 2.95597 0.67654 1.28956
H 1.48517 0.10992 2.04497
*
```

These are the Mulliken partial charges, in e, on atoms 1 to 4: C -0.684; C -0.166; Al -0.350; C -0.644


Density functional theory data (the ωB97M-V functional and the def2-TZVPD basis) for C28H20BF2N6ORh as an isolated structure.

## Properties
**ΔE to the lowest compared entry with this formula, charge and spin**: 0.0 kcal per mole
**Energy**: -1817.9678 Ha

Structure (ORCA input):
```
! wB97M-V def2-TZVPD RIJCOSX def2/J DEFGRID3
* xyz 0 1
Rh -0.23393 0.14313 0.46142
C -0.17313 0.97189 -2.89278
C -0.57850 2.08791 -1.98486
C -0.84993 3.34925 -2.52082
C -1.38323 4.33878 -1.72726
C -1.68060 4.04568 -0.40484
C -1.37497 2.79495 0.08820
N -0.76582 1.84813 -0.68222
C -1.72229 2.38872 1.47468
C -2.36962 3.17140 2.41766
C -2.61627 2.63990 3.67529
C -2.19977 1.34947 3.97400
C -1.55572 0.61608 2.99053
N -1.35663 1.14149 1.78086
C -0.99391 -0.74889 3.13349
C -1.21487 -1.51599 4.25883
C -0.67358 -2.78879 4.32037
C 0.06142 -3.24851 3.25116
C 0.25894 -2.43796 2.13432
C 0.99895 -2.95366 0.94978
N -0.24841 -1.19968 2.08808
H 0.56465 1.30347 -3.62291
H -1.06506 0.63822 -3.42768
H 0.20920 0.12781 -2.33350
H -0.65523 3.51852 -3.57066
H -1.59819 5.31729 -2.13472
H -2.14714 4.78215 0.23228
H -2.67533 4.18092 2.18577
H -3.11852 3.23454 4.42500
H -2.36680 0.93617 4.95780
H -1.81441 -1.12871 5.06928
H -0.83683 -3.41484 5.18702
H 0.48454 -4.24266 3.25428
H 1.48940 -3.89546 1.18719
H 1.73490 -2.22629 0.62102
H 0.29285 -3.12330 0.13336
F 2.47771 0.46657 3.10073
B 2.14222 1.21816 2.05096
F 2.09630 2.53283 2.27451
O -1.84048 -1.28256 -0.36188
N -2.11539 -1.16692 -1.61129
C -2.13291 -2.29056 -2.28637
C -1.77356 -3.54203 -1.68427
N -1.47181 -4.51587 -1.15051
C -2.43646 -2.20418 -3.68278
N -2.67990 -2.13538 -4.80520
C 1.72943 0.61016 0.73659
C 1.69594 -0.00010 -0.37472
C 2.47758 -0.44036 -1.51256
C 3.34689 0.46028 -2.13360
C 4.06383 0.07992 -3.25705
C 3.92521 -1.19944 -3.77634
C 3.06497 -2.10051 -3.16304
C 2.34234 -1.72553 -2.04201
H 3.44901 1.45932 -1.72883
H 4.73421 0.78697 -3.72926
H 4.48058 -1.49244 -4.65756
H 2.94687 -3.09742 -3.56728
H 1.65125 -2.42204 -1.58760
*
```

These are the Mulliken partial charges, in e, on atoms 1 to 4: Rh -0.056; C -1.121; C 0.999; C -0.942


Density functional theory data (the ωB97M-V functional and the def2-TZVPD basis) for one molecule with the formula C2H5N3S2.

## Properties
**ΔE to the lowest compared entry with this formula, charge and spin**: 59.8 kcal per mole
**Structure (SMILES)**: [H]/N=C(\C=N\S)NS
**Energy**: -1039.7881 Ha

Structure (ORCA input):
```
! wB97M-V def2-TZVPD RIJCOSX def2/J DEFGRID3
* xyz 0 1
H 0.25673 2.13266 -0.76397
N -0.65898 1.77570 -0.55982
C -0.54073 0.67419 0.06057
C 0.67885 -0.13642 0.32771
N 1.80396 0.20536 -0.20505
S 3.10232 -0.89473 -0.17894
N -1.72779 0.01349 0.50290
S -2.22620 -1.30361 -0.50247
H 0.44277 -1.01448 0.94951
H 3.88179 0.00735 -0.75401
H -2.50895 0.64182 0.62853
H -2.50379 -2.10133 0.49505
*
```

These are the Mulliken partial charges, in e, on atoms 1 to 4: H 0.289; N -0.659; C 0.169; C 0.157


What is the energy in the fifth record?
-1039.7881 Ha


Look up the energy of the second one.
-210.0358 Ha


Number 3 is which compound?
C19H42AlCl2N2O


The highest energy belongs to which entry?
C4H5N